[1]
{
  "formula": "C25H20F48N9O32S16",
  "method": "ωB97M-V/def2-TZVPD",
  "elements": ["C", "S", "H", "O", "F", "S", "H", "F", "F", "F", "N", "S", "C", "O", "H", "H", "F", "C", "O", "F", "F", "S", "S", "H", "F", "F", "O", "O", "O", "F", "O", "F", "C", "O", "F", "F", "C", "F", "C", "S", "H", "N", "O", "S", "F", "F", "O", "H", "O", "O", "O", "C", "O", "F", "O", "O", "S", "F", "S", "O", "C", "C", "N", "H", "N", "C", "H", "C", "H", "H", "F", "F", "H", "F", "N", "S", "H", "F", "C", "F", "C", "C", "F", "S", "F", "O", "C", "O", "F", "F", "S", "F", "F", "N", "O", "N", "F", "C", "C", "F", "O", "O", "F", "C", "H", "F", "F", "F", "F", "O", "O", "N", "F", "O", "F", "F", "F", "O", "O", "F", "H", "C", "C", "F", "S", "F", "O", "F", "O", "O", "F", "H", "F", "O", "H", "H", "S", "C", "C", "S", "O", "F", "N", "H", "C", "S", "C", "F", "C", "H"],
  "positions_angstrom": [[-3.69623, 11.18738, -11.01819], [-4.45350, 12.98547, -11.03424], [-2.24802, 19.75357, -19.03204], [4.05214, 17.13659, -17.41382], [-4.96960, 17.69991, -9.44104], [5.14844, 19.94191, -17.37838], [-5.49252, 20.84926, -19.49128], [-4.58662, 17.05755, -14.12420], [-3.88580, 15.30829, -15.15032], [-6.55921, 15.91756, -22.17265], [-5.75128, 20.81630, -11.83276], [-1.43672, 10.97286, -16.90352], [-4.22845, 21.34811, -18.04848], [-0.36774, 23.18143, -15.90605], [-5.74671, 18.29635, -18.74408], [-4.86482, 18.27897, -16.52238], [-0.83350, 23.32358, -18.57469], [-2.27308, 18.85492, -15.66683], [1.49180, 24.79453, -15.38955], [-1.57210, 25.41403, -14.48064], [5.36386, 16.93673, -20.98408], [-0.21557, 23.28538, -21.19805], [1.48641, 14.42606, -22.24114], [-4.61436, 22.34481, -17.83452], [-4.26665, 23.39792, -21.21469], [-3.65417, 14.56848, -18.36285], [1.28650, 13.98386, -25.60149], [3.44713, 22.77068, -15.21458], [-5.62617, 20.19047, -14.26704], [2.53736, 20.90070, -12.32247], [4.32189, 20.96760, -18.06665], [7.51068, 20.08704, -15.91718], [-0.50744, 19.88444, -17.72692], [-3.66299, 21.19005, -13.20693], [2.61955, 19.42191, -13.91567], [6.25280, 15.96016, -19.28076], [2.99904, 20.66308, -13.47479], [2.03132, 16.84985, -26.78451], [-4.92318, 18.97820, -18.53200], [-8.37598, 19.88592, -24.18695], [-1.76797, 17.89163, -15.73771], [-2.93367, 19.41714, -16.93570], [-6.51456, 19.01493, -21.62007], [-5.23720, 19.17905, -11.60360], [-7.69911, 21.54837, -26.26493], [-3.83757, 9.55368, -16.58160], [3.39323, 18.47414, -19.36034], [-0.14946, 19.52841, -16.76090], [-9.03842, 18.82381, -21.72702], [0.09418, 15.86935, -24.56779], [-8.23631, 20.91382, -23.14236], [-5.27449, 20.45880, -18.49725], [0.06662, 13.50248, -18.38597], [-3.75664, 10.78811, -18.44196], [1.04695, 23.41252, -21.86419], [-3.94891, 13.61419, -9.82744], [2.31298, 21.96145, -14.75820], [-2.65331, 16.26538, -13.58727], [-7.72204, 18.41629, -22.23480], [0.22391, 13.75471, -22.52599], [-5.30226, 18.95228, -9.72507], [-0.73228, 24.62697, -13.82079], [-1.80843, 12.70092, -16.92211], [-0.35510, 20.96359, -17.70848], [-1.32537, 24.39279, -21.49264], [0.96892, 16.13342, -21.50594], [-6.17419, 20.62623, -17.90514], [0.55702, 19.66791, -18.84060], [-4.05413, 20.81811, -15.94751], [-1.65061, 19.61880, -15.20087], [-7.08840, 23.01457, -13.18264], [-1.37156, 23.67834, -13.16106], [-3.68470, 17.55149, -17.63093], [-2.28739, 15.12489, -19.85323], [1.18010, 22.89434, -13.82691], [4.50398, 17.86996, -18.59453], [-3.13993, 18.72078, -15.01978], [0.00341, 16.67322, -22.24978], [-3.87718, 15.91396, -13.99516], [3.05598, 17.36405, -24.87594], [5.14514, 16.45176, -19.75491], [2.66777, 16.36060, -25.73507], [-6.04956, 20.69759, -25.05504], [0.56632, 23.74716, -14.92879], [-5.82524, 22.94870, -14.97422], [-4.75946, 15.59903, -11.50636], [-4.16232, 18.48397, -17.33019], [2.21857, 13.67764, -21.20550], [0.46849, 15.98298, -20.26508], [-0.10153, 25.32502, -12.90601], [-4.72502, 14.77383, -12.72284], [-1.88956, 15.77467, -17.77540], [4.32232, 20.79947, -13.45041], [2.42371, 14.89064, -23.36109], [-0.24834, 10.55301, -17.73274], [5.73585, 18.72593, -18.42145], [1.32665, 23.09241, -19.02292], [-3.62193, 22.59216, -22.01790], [-5.83382, 22.81136, -13.64848], [-2.60562, 8.89116, -18.26642], [-0.71466, 21.91039, -21.01806], [-5.95181, 12.85468, -11.04841], [3.71216, 15.66890, -26.17252], [-1.89504, 19.31827, -18.09714], [-4.21666, 18.74907, -19.32977], [1.98070, 16.99111, -21.42166], [-7.54717, 16.53741, -20.37903], [-4.29315, 10.46153, -10.02328], [-4.46086, 19.78237, -9.08953], [-5.96352, 14.43920, -13.39510], [-1.45770, 22.76025, -23.69229], [-3.70937, 13.63810, -12.51989], [-8.62264, 15.78000, -22.19138], [-2.94484, 24.68663, -23.54101], [7.58534, 21.24805, -17.81415], [-3.20397, 21.56470, -21.32142], [-4.45326, 22.18182, -22.96387], [-6.22861, 18.25715, -12.18283], [4.67633, 19.39634, -16.11584], [0.40537, 25.01729, -19.13195], [1.58347, 19.61528, -18.47766], [0.18009, 23.71013, -19.34426], [-7.62790, 16.56998, -21.72560], [-7.14795, 19.38689, -26.54713], [-2.21142, 23.66804, -22.81410], [4.23413, 15.52028, -19.82198], [-1.25215, 10.55212, -15.47915], [-6.56135, 19.11711, -9.28790], [-9.70733, 19.72104, -24.73653], [-3.78869, 18.84343, -11.82617], [-2.37839, 11.36597, -10.90851], [0.52528, 20.53112, -19.50540], [6.51468, 22.02531, -16.19183], [1.66038, 21.12346, -15.81443], [-1.83126, 18.24109, -18.25108], [-2.63974, 21.60860, -16.48711], [-1.35364, 13.12582, -18.36991], [-3.02263, 9.99032, -17.56250], [-2.35749, 14.77905, -18.57221], [-5.13486, 21.09604, -13.19220], [-1.83211, 12.28124, -19.47986], [-5.01300, 23.72720, -13.10140], [-7.72023, 18.37520, -23.75563], [0.42524, 18.72594, -19.37298], [6.82238, 20.87085, -16.79060], [1.38171, 15.18020, -24.75795], [-7.19319, 20.41007, -25.66387], [-3.97649, 10.72006, -12.21692], [-3.40459, 20.90621, -16.81839], [-3.48387, 21.48000, -18.83353]],
  "lowdin_charge": [-0.638, 0.716, 0.125, -0.319, 0.148, 0.699, 0.113, 0.094, 0.153, 0.123, -0.305, 0.734, -0.192, -0.200, 0.122, 0.129, 0.110, 0.028, -0.193, 0.164, 0.116, 0.559, 0.515, 0.124, 0.138, 0.118, -0.364, -0.252, -0.341, 0.203, -0.308, 0.090, -0.204, -0.337, 0.144, 0.138, -0.656, 0.120, -0.151, 0.672, 0.113, -0.166, -0.313, 0.723, 0.076, 0.099, -0.319, 0.082, -0.352, -0.315, -0.334, -0.194, -0.307, 0.057, -0.302, -0.350, 0.760, 0.128, 0.552, -0.316, -0.665, -0.692, -0.289, 0.074, -0.301, -0.642, 0.123, -0.058, 0.085, 0.100, 0.100, 0.152, 0.109, 0.131, -0.114, 0.530, 0.074, 0.106, -0.660, 0.091, -0.705, -0.625, 0.142, 0.593, 0.129, -0.352, -0.072, -0.323, 0.109, 0.135, 0.515, 0.097, 0.149, -0.307, -0.362, -0.308, 0.124, -0.697, -0.631, 0.070, -0.332, -0.367, 0.117, -0.080, 0.114, 0.123, 0.109, 0.090, 0.113, -0.313, -0.334, -0.266, 0.093, -0.354, 0.108, 0.149, 0.149, -0.297, -0.329, 0.095, 0.052, -0.645, -0.628, 0.109, 0.667, 0.171, -0.384, 0.101, -0.342, -0.317, 0.128, 0.051, 0.107, -0.225, 0.116, 0.120, 0.566, -0.539, -0.635, 0.527, -0.336, 0.096, -0.308, 0.073, -0.612, 0.716, -0.582, 0.138, -0.057, 0.096],
  "e_homo_ev": [1.14, 1.14],
  "fmax_ev_per_a": 9.10,
  "lumo_energy_ev": [7.67, 3.16],
  "spin_multiplicity": 2,
  "s2": 0.762,
  "charge": -6,
  "orbital_gap_ev": [6.53, 2.02],
  "energy_ev": -408957.0991
}

---

[2]
{
  "formula": "C4H8OS3",
  "method": "ωB97M-V/def2-TZVPD",
  "elements": ["H", "H", "O", "C", "S", "C", "C", "H", "S", "H", "C", "H", "S", "H", "H", "H"],
  "positions_angstrom": [[1.19833, 0.55025, 1.41617], [-0.42840, -1.33313, 1.15382], [1.88508, -1.29029, -0.15890], [0.78904, -0.43994, -0.40043], [-1.56829, 1.71154, -0.79276], [0.76731, 0.83985, 0.43934], [-0.58036, -0.79300, 0.20389], [-1.22161, 1.12154, 1.48146], [-1.77756, -1.68169, -0.80945], [1.75980, -2.02289, -0.77667], [-0.77860, 0.73892, 0.51849], [-2.28827, -2.51142, 0.10898], [1.52777, 2.37385, -0.13039], [-2.75767, 1.06276, -0.77978], [0.70370, -0.24209, -1.48688], [2.76973, 1.91573, 0.01311]],
  "lowdin_charge": [0.124, 0.122, -0.010, -0.449, 0.712, -0.669, -0.629, 0.112, 0.754, 0.101, -0.646, -0.143, 0.744, -0.138, 0.151, -0.135],
  "e_homo_ev": -9.00,
  "fmax_ev_per_a": 1.38,
  "lumo_energy_ev": 0.53,
  "orbital_gap_ev": 9.53,
  "energy_ev": -38829.9612,
  "smiles": "O[C@@H]1[C@@H](S)[C@@H](S)[C@H]1S"
}